1.
The following is a quantum chemistry calculation of a molecular structure, C14H22BrKN4O5 in a non-equilibrium geometry, from the Open Molecules 2025 dataset.

## Properties
Net charge: 0
Energy above the lowest of the compared OMol25 structures with the same formula, charge and spin: 40.3 kJ/mol
HOMO level: -8.1 eV
M: 445.4 g mol⁻¹
Frontier orbital gap: 8.177 eV

Last column: natural (NBO) charge in e.
Cartesian coordinates (Å):
K  1.008  0.717  -0.361  0.9269
O  0.223  -1.830  3.315  -0.6733
C  0.528  -0.894  2.417  0.7889
O  1.172  -1.137  1.432  -0.6164
C  -0.031  0.460  2.773  -0.1656
O  -0.117  1.186  1.589  -0.5646
C  -0.357  2.575  1.731  -0.1873
C  -0.188  3.163  0.265  0.7433
O  -1.157  3.723  -0.219  -0.6945
O  0.926  2.932  -0.240  -0.8382
H  0.589  -2.689  3.049  0.5019
H  0.656  0.930  3.501  0.2087
H  -1.010  0.319  3.260  0.2041
H  0.385  3.041  2.396  0.1701
H  -1.371  2.772  2.106  0.1832
C  -4.150  -1.331  -2.972  -0.4086
N  -2.786  -0.873  -3.122  -0.4551
C  -2.664  0.363  -3.859  -0.4146
C  -1.821  -1.185  -2.185  0.6221
N  -0.901  -0.404  -1.763  -0.8464
N  -1.900  -2.474  -1.704  -0.4538
C  -2.081  -3.574  -2.629  -0.4102
C  -1.113  -2.805  -0.542  -0.3976
H  -4.813  -0.478  -2.797  0.1952
H  -4.235  -2.011  -2.131  0.2210
H  -4.484  -1.840  -3.879  0.1916
H  -3.258  0.272  -4.770  0.2048
H  -1.620  0.518  -4.130  0.2153
H  -3.019  1.235  -3.295  0.1956
H  -1.039  0.559  -2.051  0.3517
H  -2.230  -3.210  -3.643  0.2191
H  -2.944  -4.180  -2.341  0.1917
H  -1.196  -4.218  -2.622  0.1929
H  -0.046  -2.901  -0.765  0.1892
H  -1.485  -3.749  -0.143  0.1931
H  -1.243  -2.014  0.192  0.2157
Br  4.627  4.793  2.472  0.0724
C  4.388  2.927  2.246  -0.1182
C  5.104  2.029  3.022  -0.1987
C  4.888  0.677  2.806  -0.2532
C  4.001  0.298  1.809  0.0276
N  3.329  1.166  1.070  -0.4443
C  3.501  2.455  1.285  0.0024
H  5.810  2.371  3.764  0.2312
H  5.409  -0.063  3.395  0.2230
H  3.817  -0.743  1.586  0.2002
H  2.899  3.122  0.682  0.2575

2.
The following is a quantum chemistry calculation of 2 unconnected molecules or ions with the total composition C14H22FN3O8 in a non-equilibrium geometry, from the Open Molecules 2025 dataset.

## Properties
Net charge: 0
Energy above the lowest of the compared OMol25 structures with the same formula, charge and spin: 0.0 kJ/mol
HOMO level: -9.3 eV
SMILES string: O=C(O)[C@]1(O)C=C(F)[C@@H](O)[C@H](O)C1.CNC(=O)[C@H](CC(N)=O)NC(C)=O
M: 379.3 g mol⁻¹
Frontier orbital gap: 9.777 eV

Last column: natural (NBO) charge in e.
Cartesian coordinates (Å):
O  -0.648  -3.564  -0.334  -0.6474
C  -0.519  -3.534  -1.552  0.8087
O  -0.171  -4.632  -2.272  -0.6594
C  -0.799  -2.185  -2.288  0.1285
O  0.031  -1.113  -1.807  -0.7339
C  -2.229  -1.758  -2.035  -0.2909
C  -3.061  -1.258  -3.013  0.4027
F  -4.327  -0.922  -2.675  -0.3212
C  -2.606  -1.093  -4.446  -0.0044
O  -3.100  0.140  -4.994  -0.7172
C  -1.076  -1.112  -4.561  0.0892
O  -0.727  -1.221  -5.942  -0.7202
C  -0.510  -2.306  -3.800  -0.4272
H  -0.038  -5.337  -1.622  0.5005
H  -0.048  -0.985  -0.825  0.5195
H  -2.620  -1.836  -1.025  0.2328
H  -3.014  -1.926  -5.028  0.2020
H  -3.091  0.835  -4.310  0.4784
H  -0.661  -0.185  -4.150  0.1866
H  -1.231  -0.555  -6.446  0.4824
H  -0.958  -3.219  -4.205  0.2211
H  0.571  -2.366  -3.961  0.2427
C  0.248  4.211  0.733  -0.4117
N  0.947  3.109  1.388  -0.6034
C  0.359  2.190  2.162  0.6663
O  -0.837  2.232  2.445  -0.6497
C  1.270  1.093  2.751  -0.1263
C  0.510  -0.190  3.139  -0.4961
C  -0.036  -0.945  1.935  0.7044
N  -0.604  -2.105  2.159  -0.7992
O  0.084  -0.555  0.784  -0.6746
N  2.000  1.583  3.924  -0.6003
C  3.061  2.384  3.846  0.6828
C  3.681  2.818  5.153  -0.7063
O  3.533  2.763  2.781  -0.6524
H  0.968  4.916  0.317  0.2074
H  -0.381  3.819  -0.068  0.2051
H  -0.388  4.727  1.455  0.2113
H  1.955  3.056  1.299  0.4271
H  1.995  0.832  1.977  0.2382
H  1.191  -0.860  3.662  0.2269
H  -0.318  0.053  3.804  0.2466
H  -0.830  -2.656  1.338  0.4427
H  -0.720  -2.455  3.090  0.3903
H  1.647  1.345  4.835  0.3983
H  2.932  3.324  5.759  0.2262
H  4.058  1.942  5.680  0.2266
H  4.504  3.501  4.944  0.2465

3.
The following is a quantum chemistry calculation of a single C14H22N2 molecule in a non-equilibrium geometry, from the Open Molecules 2025 dataset.

## Properties
Net charge: 0
Energy above the lowest of the compared OMol25 structures with the same formula, charge and spin: 103.9 kJ/mol
HOMO level: -8.6 eV
SMILES string: [H]/N=C(/N)Cc1c(C)cc(C(C)(C)C)cc1C
M: 218.3 g mol⁻¹
Frontier orbital gap: 9.435 eV

Last column: natural (NBO) charge in e.
Cartesian coordinates (Å):
H  2.459  -1.087  0.581  0.3594
N  3.299  -0.932  -0.017  -0.7654
C  3.265  -1.142  -1.302  0.4509
N  4.476  -1.169  -1.916  -0.8247
C  1.894  -1.274  -2.102  -0.5056
C  0.758  -0.741  -1.222  -0.0589
C  0.480  0.610  -1.169  0.0826
C  1.311  1.520  -1.962  -0.6521
C  -0.430  1.186  -0.325  -0.2559
C  -1.104  0.439  0.620  0.0239
C  -2.144  1.055  1.533  -0.0720
C  -3.481  0.390  1.413  -0.6020
C  -2.325  2.548  1.230  -0.6127
C  -1.615  1.017  2.983  -0.6016
C  -0.930  -0.984  0.531  -0.2311
C  0.001  -1.592  -0.357  0.0138
C  0.093  -3.059  -0.279  -0.6433
H  4.532  -0.982  -2.885  0.3835
H  5.352  -1.197  -1.324  0.4199
H  2.118  -0.572  -2.995  0.2238
H  1.698  -2.253  -2.581  0.2415
H  1.102  1.384  -3.009  0.2124
H  2.394  1.365  -1.695  0.2273
H  1.110  2.606  -1.742  0.2143
H  -0.607  2.261  -0.501  0.2131
H  -3.376  -0.372  2.063  0.2046
H  -3.602  0.136  0.390  0.2180
H  -4.321  0.967  1.777  0.2087
H  -2.663  2.843  0.191  0.2175
H  -1.376  3.067  1.477  0.2059
H  -2.944  2.930  2.040  0.2089
H  -1.367  -0.058  3.323  0.2113
H  -2.369  1.483  3.590  0.2040
H  -0.674  1.604  3.148  0.2169
H  -1.444  -1.679  1.142  0.2011
H  1.139  -3.392  -0.195  0.2225
H  -0.330  -3.571  -1.139  0.2222
H  -0.381  -3.356  0.690  0.2174

4.
The following is a quantum chemistry calculation of a molecular structure, C14H22N4O3 in a non-equilibrium geometry, from the Open Molecules 2025 dataset.

## Properties
Net charge: 0
Energy above the lowest of the compared OMol25 structures with the same formula, charge and spin: 1573.2 kJ/mol
HOMO level: -8.5 eV
M: 294.4 g mol⁻¹
Frontier orbital gap: 9.223 eV

Last column: natural (NBO) charge in e.
Cartesian coordinates (Å):
C  0.559  3.360  -0.039  -0.6049
C  1.794  2.478  -0.631  -0.0700
H  2.490  3.032  -1.086  0.1776
H  2.321  1.948  0.279  0.1887
O  1.627  1.577  -1.564  -0.5001
C  1.354  0.371  -1.057  0.9230
O  1.691  0.061  0.041  -0.6345
N  0.885  -0.608  -2.055  -0.4570
C  0.185  -0.036  -3.167  -0.2033
H  0.506  1.069  -3.451  0.2382
C  -1.504  -0.056  -2.796  -0.2195
N  -1.824  -1.374  -2.376  -0.4871
C  -0.657  -2.235  -2.549  -0.2135
C  0.376  -1.929  -1.748  -0.2982
H  0.497  -2.060  -0.680  0.2507
H  1.220  -2.435  -2.022  0.2230
H  -0.576  -2.407  -3.578  0.2255
H  -1.277  -3.066  -1.945  0.2304
C  -2.804  -1.354  -1.422  -0.2104
C  -2.160  -0.945  0.007  0.4773
N  -1.411  0.028  0.443  -0.5205
C  -1.093  -0.274  1.760  0.2737
N  -1.305  -1.627  1.898  -0.1555
O  -2.048  -1.943  0.876  -0.2816
C  -0.108  0.270  2.521  -0.4024
C  0.329  -0.218  3.620  -0.2721
C  1.752  0.411  4.262  -0.3664
C  1.523  -1.128  3.541  -0.3393
H  1.660  -1.811  4.130  0.1755
H  2.040  -0.912  2.519  0.2282
H  1.692  0.101  5.419  0.2023
H  2.247  1.079  3.913  0.1531
H  -0.459  -0.600  4.327  0.2339
H  0.765  1.023  1.884  0.2835
H  -0.754  1.458  2.798  0.1822
H  -3.652  -0.548  -1.485  0.2361
H  -3.162  -2.304  -1.329  0.2144
H  -2.145  0.543  -3.770  0.1581
H  -1.584  0.779  -2.086  0.2003
H  0.221  -0.589  -3.930  0.1586
H  -0.234  2.796  0.279  0.2148
H  0.761  4.109  0.982  0.2004
H  0.263  3.969  -0.733  0.1873

5.
The following is a quantum chemistry calculation of 2 unconnected molecules or ions with the total composition C14H22NO3 in a non-equilibrium geometry, from the Open Molecules 2025 dataset.

## Properties
Net charge: +1
HOMO level: -11.4 eV
M: 252.3 g mol⁻¹
Frontier orbital gap: 8.360 eV

Last column: natural (NBO) charge in e.
Cartesian coordinates (Å):
C  0.890  -4.373  0.875  -0.5976
C  0.082  -3.466  0.032  -0.0719
C  -0.229  -2.307  0.649  -0.2193
C  -1.099  -1.266  -0.089  0.2652
C  -1.536  -1.437  -1.569  -0.2213
C  -1.121  -2.572  -1.935  -0.2322
C  -0.440  -3.458  -1.149  -0.0858
H  0.112  -4.446  -1.841  0.1795
H  -1.244  -2.778  -3.047  0.2350
H  -2.051  -0.766  -1.953  0.2010
O  -1.207  -0.030  0.775  -0.5830
C  -2.305  0.879  0.214  -0.1405
C  -2.125  2.035  -0.747  0.0463
O  -1.575  1.577  -1.802  -0.6840
H  -1.844  2.298  -2.643  0.5180
H  -2.944  2.754  -0.494  0.2420
C  -1.032  2.780  0.107  -0.2349
N  0.229  1.957  0.453  -0.4284
C  1.271  2.266  1.478  -0.2394
H  0.553  2.544  2.532  0.2304
H  1.669  3.380  1.146  0.2452
C  2.275  1.413  1.969  -0.0682
O  3.093  1.077  0.725  -0.5186
C  2.205  0.682  -0.256  -0.0786
H  3.153  0.489  -1.438  0.2126
C  1.160  1.582  -0.810  -0.3086
H  0.350  1.313  -1.683  0.3045
H  1.769  2.547  -1.067  0.2275
H  1.683  -0.248  -0.099  0.1811
H  2.856  1.639  2.592  0.1948
H  1.880  0.364  2.107  0.1943
H  -0.101  1.035  0.546  0.4586
H  -0.519  3.597  -0.460  0.2126
H  -1.336  3.219  1.012  0.2286
H  -2.978  1.183  1.158  0.2319
H  -3.021  0.143  -0.212  0.2205
H  0.026  -1.941  1.530  0.2018
H  1.051  -4.002  2.066  0.2198
H  0.439  -5.259  0.893  0.2243
H  1.964  -4.407  0.440  0.2368

6.
The following is a quantum chemistry calculation of 2 unconnected molecules or ions with the total composition C14H23BBr2FN2O in a non-equilibrium geometry, from the Open Molecules 2025 dataset.

## Properties
Net charge: +1
HOMO level: -11.6 eV
M: 425.0 g mol⁻¹
Frontier orbital gap: 8.591 eV

Last column: natural (NBO) charge in e.
Cartesian coordinates (Å):
C  -0.347  4.314  -3.261  -0.5798
C  -0.529  3.327  -2.082  -0.8632
B  -0.937  1.911  -2.648  1.0961
O  -0.463  1.540  -3.887  -0.9298
C  -1.883  0.847  -1.900  0.0077
F  -2.236  -0.180  -2.731  -0.3342
C  -3.114  1.703  -1.396  -0.4330
C  -2.696  2.127  0.028  -0.2319
N  -1.372  1.447  0.318  -0.5087
C  -1.426  0.272  -0.571  -0.0940
C  -0.328  -0.774  -0.512  -0.2585
Br  0.526  -0.743  1.252  0.0464
C  0.663  -0.701  -1.686  -0.2683
C  1.350  -2.046  -1.841  -0.6296
Br  2.067  0.622  -1.340  0.0181
H  -1.299  4.397  -3.777  0.1955
H  0.411  3.985  -3.954  0.2298
H  -0.127  5.300  -2.879  0.2218
H  0.415  3.302  -1.536  0.2618
H  -1.272  3.783  -1.429  0.2115
H  -1.178  1.663  -4.540  0.5213
H  -3.300  2.514  -2.084  0.2408
H  -3.915  0.977  -1.401  0.2457
H  -3.420  1.642  0.665  0.2358
H  -2.691  3.187  0.197  0.2520
H  -1.432  1.167  1.298  0.4595
H  -0.535  2.028  0.218  0.4601
H  -2.311  -0.245  -0.196  0.2243
H  -0.787  -1.748  -0.551  0.2560
H  0.161  -0.474  -2.616  0.2560
H  1.950  -2.084  -2.738  0.2430
H  0.603  -2.834  -1.883  0.2190
H  1.975  -2.260  -0.984  0.2265
N  1.350  -2.490  5.147  -0.4190
C  1.678  -2.505  3.858  0.0296
C  2.661  -3.317  3.318  -0.2564
C  3.350  -4.164  4.170  -0.1663
C  3.026  -4.164  5.516  -0.2501
C  2.021  -3.312  5.951  0.0399
H  1.112  -1.823  3.227  0.1608
H  2.881  -3.285  2.258  0.2137
H  4.127  -4.815  3.791  0.2229
H  3.539  -4.809  6.215  0.2281
H  1.733  -3.281  6.996  0.1993

7.
The following is a quantum chemistry calculation of a molecular structure, C14H23BCoN6 in a non-equilibrium geometry, from the Open Molecules 2025 dataset.

## Properties
Net charge: 0
Energy above the lowest of the compared OMol25 structures with the same formula, charge and spin: 51.9 kJ/mol
HOMO level (alpha / beta): -5.1 / -7.3 eV
Spin multiplicity: 4
M: 345.1 g mol⁻¹
Frontier orbital gap (alpha / beta): 5.317 / 7.488 eV
Expectation value of S²: 3.77

Last column: natural (NBO) charge in e.
Cartesian coordinates (Å):
H  -2.293  -1.497  0.897  0.2242
N  -0.648  -1.187  -0.391  -0.3348
B  1.160  -1.337  -2.127  0.5470
N  -0.237  -1.796  -1.571  -0.3593
C  -1.151  -2.737  -1.929  -0.0167
Co  0.726  0.514  0.607  1.0796
H  -1.017  -3.357  -2.803  0.2172
C  -2.158  -2.740  -0.970  -0.3577
H  -3.030  -3.361  -0.925  0.2262
C  -1.781  -1.761  -0.020  -0.0207
H  1.414  -2.094  -3.045  -0.0205
C  1.174  1.054  2.271  -1.2023
H  0.830  0.294  2.947  0.2147
H  0.651  1.999  2.492  0.2167
H  2.261  1.172  2.389  0.1888
N  2.150  -1.366  -0.927  -0.3220
N  1.153  0.160  -2.514  -0.2722
N  1.969  -0.592  0.229  -0.4273
N  0.687  1.136  -1.699  -0.2867
C  3.093  -2.285  -0.685  0.0213
C  1.168  0.681  -3.746  0.0601
H  3.320  -2.995  -1.468  0.2237
H  1.442  0.060  -4.590  0.2420
C  3.495  -2.169  0.629  -0.3519
C  0.835  2.033  -3.655  -0.3303
C  2.752  -1.133  1.196  0.0131
C  0.485  2.292  -2.345  0.0447
H  4.207  -2.795  1.139  0.2317
H  0.845  2.770  -4.429  0.2419
H  2.652  -0.875  2.235  0.2453
H  0.166  3.135  -1.760  0.2574
H  1.039  1.272  -0.725  0.3826
C  -1.708  0.292  2.904  -0.6125
C  -2.180  1.077  1.692  -0.2395
C  -2.936  2.327  2.128  -0.5963
C  -1.098  1.438  0.648  -0.8565
H  -1.140  0.932  3.588  0.2101
H  -1.109  -0.592  2.639  0.1994
H  -2.609  -0.060  3.425  0.1949
H  -2.874  0.428  1.127  0.1819
H  -2.277  3.060  2.607  0.1957
H  -3.452  2.812  1.295  0.2037
H  -3.695  2.044  2.854  0.1913
H  -1.528  1.276  -0.363  0.1785
H  -0.756  2.473  0.750  0.1735

8.
The following is a quantum chemistry calculation of a molecular structure, C14H23BN6Pt in a non-equilibrium geometry, from the Open Molecules 2025 dataset.

## Properties
Net charge: 0
Energy above the lowest of the compared OMol25 structures with the same formula, charge and spin: 0.0 kJ/mol
HOMO level (alpha / beta): -7.8 / -8.4 eV
Spin multiplicity: 3
M: 481.3 g mol⁻¹
Frontier orbital gap (alpha / beta): 8.291 / 7.060 eV
Expectation value of S²: 2.01

Last column: natural (NBO) charge in e.
Cartesian coordinates (Å):
H  0.715  3.100  0.581  0.2230
N  0.439  1.704  -0.935  -0.3592
B  -0.112  0.386  -3.055  0.5773
N  0.334  1.695  -2.318  -0.3009
C  0.662  2.924  -2.765  0.0204
Pt  1.238  0.322  0.453  0.7715
H  0.755  3.090  -3.818  0.2288
C  0.840  3.767  -1.642  -0.3537
H  1.088  4.796  -1.590  0.2298
C  0.648  2.981  -0.506  -0.0217
H  0.053  0.578  -4.214  -0.0502
C  -2.940  -3.355  2.543  -0.8456
H  -2.617  -3.662  3.549  0.2079
H  -2.111  -2.879  1.999  0.2166
H  -3.319  -4.221  1.981  0.2134
N  -1.621  -0.018  -2.780  -0.3529
N  0.904  -0.709  -2.597  -0.3115
N  -1.962  -0.174  -1.477  -0.2843
N  1.103  -0.964  -1.238  -0.3558
C  -2.735  -0.218  -3.595  -0.0419
C  1.724  -1.518  -3.300  0.0212
H  -2.611  -0.056  -4.683  0.2174
H  1.848  -1.374  -4.355  0.2274
C  -3.826  -0.593  -2.740  -0.3649
C  2.331  -2.420  -2.409  -0.3566
C  -3.244  -0.557  -1.446  -0.0687
C  1.877  -2.087  -1.134  -0.0185
H  -4.861  -0.835  -2.987  0.2288
H  3.036  -3.190  -2.614  0.2303
H  -3.658  -0.767  -0.460  0.2028
H  2.071  -2.461  -0.129  0.2229
H  -3.705  -2.667  2.640  0.2077
C  -0.019  0.624  3.970  -0.6147
C  1.235  1.027  3.166  -0.2398
C  2.461  1.424  3.954  -0.6068
C  1.739  -0.214  2.274  -0.6123
H  0.172  -0.374  4.386  0.2034
H  -0.950  0.518  3.368  0.2264
H  -0.232  1.336  4.789  0.2137
H  0.904  1.899  2.548  0.1988
H  2.813  0.479  4.375  0.2077
H  3.224  1.755  3.240  0.2110
H  2.215  2.175  4.711  0.2116
H  2.720  -0.018  1.688  0.2114
H  1.375  -1.247  2.573  0.2289